Below is a molecular structure, C38H29BrN3O10PSW, with properties calculated with wB97M-V/def2-TZVPD.

```
84
Properties=species:S:1:pos:R:3:forces:R:3
W 0.276 -0.691 0.719 -2.4 -1.1 -4.0
Br 3.784 -6.577 -1.902 0.0 0.0 0.0
C 2.588 -5.139 -1.579 0.2 -0.2 -0.1
C 1.239 -5.410 -1.370 -0.1 0.3 0.0
C 0.358 -4.370 -1.131 0.0 -0.2 -0.1
C 0.818 -3.057 -1.067 0.1 0.5 -0.3
O 0.001 -2.039 -0.840 0.4 -1.0 0.0
C 2.189 -2.792 -1.302 -0.2 -0.6 0.2
C 2.649 -1.445 -1.292 -0.4 0.5 -0.2
N 1.899 -0.445 -0.946 0.6 -0.7 0.4
C 2.309 0.866 -1.188 0.4 0.7 -0.2
C 3.496 1.280 -1.764 -0.4 -0.5 0.3
C 3.775 2.641 -1.927 0.0 0.5 0.0
C 2.865 3.599 -1.568 0.3 -0.1 -0.1
C 1.618 3.219 -1.038 -0.1 -0.4 0.1
C 0.611 4.142 -0.698 -0.3 -0.1 0.1
C -0.591 3.673 -0.244 0.2 0.6 -0.2
C -0.777 2.301 -0.082 0.1 -0.7 0.0
N 0.153 1.394 -0.343 0.0 1.0 0.3
C 1.342 1.845 -0.841 0.2 0.0 -0.3
C 3.068 -3.853 -1.554 0.0 0.2 0.0
H 0.878 -6.429 -1.382 0.0 0.0 0.0
H -0.686 -4.577 -0.942 0.0 0.0 0.0
H 3.659 -1.262 -1.654 0.0 0.0 -0.1
H 4.228 0.556 -2.093 0.0 0.0 0.0
H 4.727 2.940 -2.345 0.0 0.0 0.0
H 3.085 4.651 -1.697 0.0 0.0 0.0
H 0.797 5.203 -0.811 0.0 0.0 0.0
H -1.397 4.349 0.003 0.0 0.0 0.0
H -1.721 1.924 0.280 0.0 0.0 0.1
H 4.120 -3.650 -1.711 0.0 0.0 0.0
O -2.050 -4.125 1.336 0.1 0.0 0.0
C -1.848 -2.987 0.974 -0.3 0.1 -0.4
O -0.937 -2.206 1.460 0.2 0.0 0.5
C -2.757 -2.359 -0.099 0.4 0.1 0.2
P -2.072 -0.744 -0.639 -0.7 -0.5 -0.5
C -3.575 0.300 -0.443 0.4 0.2 0.1
C -4.386 0.677 -1.508 0.0 0.0 0.0
C -5.509 1.462 -1.284 0.0 0.0 0.0
C -5.829 1.879 -0.001 0.0 0.0 0.0
C -5.034 1.493 1.070 0.0 0.0 0.0
C -3.913 0.707 0.851 0.0 -0.1 0.0
C -1.862 -0.789 -2.455 0.1 0.3 0.1
C -1.488 0.410 -3.067 -0.1 -0.1 0.0
C -1.219 0.462 -4.424 0.0 0.0 0.0
C -1.323 -0.687 -5.195 0.0 0.0 0.0
C -1.703 -1.879 -4.598 0.0 0.0 -0.1
C -1.970 -1.931 -3.237 0.0 -0.1 0.1
H -3.733 -2.204 0.361 0.0 0.0 -0.1
H -2.883 -3.062 -0.918 0.0 0.0 0.0
H -4.150 0.356 -2.514 0.0 0.0 0.0
H -6.135 1.745 -2.121 0.0 0.0 0.0
H -6.702 2.496 0.168 0.0 0.0 0.0
H -5.287 1.807 2.075 0.0 0.0 0.0
H -3.292 0.393 1.682 0.0 0.0 0.0
H -1.420 1.311 -2.473 0.0 0.1 0.0
H -0.924 1.399 -4.881 0.0 0.0 0.0
H -1.111 -0.653 -6.255 0.0 0.0 0.0
H -1.789 -2.778 -5.195 0.0 0.0 0.0
H -2.247 -2.880 -2.797 0.0 0.0 0.0
O -0.965 0.323 1.793 -0.3 1.0 1.0
C -0.728 1.277 2.684 -0.1 0.1 0.2
C 0.520 1.867 2.920 0.5 0.0 -0.1
C 0.637 2.944 3.820 0.0 0.1 0.1
C 1.862 3.522 4.064 0.0 -0.4 -0.3
C 3.026 3.072 3.439 0.0 0.1 0.1
C 2.936 2.010 2.559 0.0 -0.1 -0.1
C 1.718 1.403 2.293 -0.4 0.2 0.3
O 1.671 0.380 1.437 0.8 1.1 0.4
N 1.946 4.630 5.006 0.0 0.5 0.2
O 0.914 5.029 5.520 0.1 -0.1 -0.1
O 3.043 5.116 5.223 -0.1 -0.1 -0.1
H -1.589 1.621 3.248 -0.1 -0.1 0.0
H -0.240 3.323 4.326 0.0 0.0 0.0
H 3.969 3.547 3.657 0.0 0.0 0.0
H 3.816 1.614 2.069 0.0 0.0 0.0
C 1.581 -3.611 3.419 -0.1 0.2 -0.4
S 1.764 -1.968 2.769 0.1 -0.3 2.0
O 3.056 -1.466 3.131 0.2 -0.2 -0.2
O 0.615 -1.181 3.189 0.6 -0.5 1.0
O 1.611 -2.151 1.265 0.2 0.0 -0.2
H 1.979 -3.638 4.429 0.0 0.1 0.0
H 2.132 -4.283 2.764 0.0 -0.1 0.1
H 0.517 -3.841 3.408 0.0 -0.1 -0.1
```
Positions in Å, forces in eV/Å.

Values from the calculation:
Energy above the lowest of the compared OMol25 structures with the same formula, charge and spin = 2.150 eV
2S+1 = 3
Frontier orbital gap (spin up / spin down) = 0.1783 / 0.2568 hartree
Lowest unoccupied orbital energy (spin up / spin down) = -1.480 / -1.479 eV
E_tot = -5762.78721 a.u.



Below is a molecular structure, C7H9N, with properties calculated with wB97M-V/def2-TZVPD.

```
17
Properties=species:S:1:pos:R:3:forces:R:3
C -1.825 1.087 0.166 -2.3 0.9 -0.5
C -1.078 -0.266 0.085 -3.3 0.1 0.9
C -2.002 -1.292 -0.077 2.2 -1.7 -2.5
C 0.344 -0.151 0.281 2.8 1.5 -1.6
C 1.328 -1.212 0.308 -2.1 -3.8 -1.6
C 2.613 -0.823 0.011 -1.8 3.2 1.8
C 1.106 1.083 0.045 -1.2 -3.4 -0.1
H -2.583 1.357 1.609 2.3 -0.5 -4.0
H -0.640 2.212 -0.248 -5.1 -2.1 1.1
H -2.908 0.878 -0.923 3.3 1.5 3.5
H -1.803 -2.364 -0.773 -0.3 3.1 2.9
H -3.064 -1.032 0.071 0.7 -0.2 -0.4
H 0.929 -2.341 0.169 1.2 2.7 1.0
H 3.603 -1.216 0.284 -0.7 0.0 -0.7
H 3.206 1.348 -0.775 -3.0 -3.0 3.8
H 0.341 2.105 -0.279 4.2 -2.4 0.8
N 2.434 0.628 0.045 3.3 4.1 -4.4
```
Positions in Å, forces in eV/Å.

Values from the calculation:
Energy above the lowest of the compared OMol25 structures with the same formula, charge and spin = 12.722 eV
Frontier orbital gap = 0.2719 hartree
Lowest unoccupied orbital energy = -0.428 eV
E_tot = -326.42344 a.u.